[1]
The following is a DFT calculation (ωB97M-V with the def2-TZVPD basis set) of a gas-phase ion, C9H9N2O2 (charge +1) in a non-equilibrium geometry.

## Properties
HOMO	-12.5	eV
HOMO-LUMO gap	7.04	eV
charge	+1
spin multiplicity	1
lowest unoccupied orbital energy	-0.19936	hartree

Structure (XYZ):
```
22
C9H9N2O2 ωB97M-V with the def2-TZVPD basis set
C 0.02569 -2.03691 -2.96700
C -1.04613 -1.95516 -2.08426
C 1.26512 -1.31477 -2.74533
C -0.82864 -1.39112 -0.87919
C 1.25582 -0.46849 -1.67888
C 0.24838 -0.50902 -0.77375
C 0.37478 0.27374 0.40996
C -0.34978 2.01571 2.44191
C 1.09536 1.54511 2.24125
N -2.35414 0.67160 2.23835
N -1.26565 1.04444 1.95340
O -3.17069 -0.06575 1.77890
O 1.35983 0.91064 0.92500
H 0.03958 -2.49751 -4.01766
H -1.98827 -2.36637 -2.35490
H 2.24290 -1.42395 -3.23414
H -1.48142 -1.42851 -0.10751
H 1.95214 0.40429 -1.71093
H -0.23392 2.29995 3.42999
H -0.27189 2.99078 1.81296
H 1.64689 2.39037 2.24602
H 1.48404 0.91091 3.07583
```

natural (NBO) population analysis, charges in e, atoms 1 to 2: -0.098, -0.227



[2]
The following is a DFT calculation (ωB97M-V with the def2-TZVPD basis set) of a gas-phase ion, C9H9N2O2S (charge -1) in a non-equilibrium geometry.

## Properties
HOMO	-3.3	eV
HOMO-LUMO gap	6.65	eV
charge	-1
spin multiplicity	1
lowest unoccupied orbital energy	0.12145	hartree

Structure (XYZ):
```
23
C9H9N2O2S ωB97M-V with the def2-TZVPD basis set
C -2.04777 2.87126 -0.27038
C -1.72453 1.78661 0.57370
C -0.87921 3.27597 -0.83563
C -0.36212 1.59018 0.46273
C 1.52570 -2.52925 1.10778
C 0.58477 0.76598 1.18177
C 2.33716 -1.93616 -1.13267
C 1.25357 -1.35130 2.00285
C -0.22576 -1.09518 -2.06700
N 1.81402 -2.37006 -0.10976
N 0.26772 -0.48525 1.32912
O -0.75998 -1.15974 0.85010
O 0.14986 2.52228 -0.39083
S 1.53111 -1.34917 -2.49864
H -3.02451 3.28486 -0.45028
H -2.39330 1.21477 1.18539
H -0.64344 4.05791 -1.53505
H 1.28908 -3.53237 1.43871
H 0.85034 -1.70945 2.95721
H 2.15322 -0.75135 2.17944
H -0.39748 -1.20397 -0.98493
H -0.82154 -1.81422 -2.62071
H -0.47690 -0.08237 -2.37292
```

natural (NBO) population analysis, charges in e, atoms 1 to 2: -0.328, -0.329



[3]
The following is a DFT calculation (ωB97M-V with the def2-TZVPD basis set) of a single C9H9N2OP molecule in a non-equilibrium geometry.

## Properties
SMILES	O=c1cnccc2c1[C@@H](P)N=CC2
HOMO	-8.8	eV
HOMO-LUMO gap	8.37	eV
spin multiplicity	1
lowest unoccupied orbital energy	-0.01548	hartree

Structure (XYZ):
```
22
C9H9N2OP ωB97M-V with the def2-TZVPD basis set
O -1.64063 -2.90558 -0.82137
C -0.62826 -2.42869 -0.42834
C 0.34784 -3.20122 0.40352
N 1.62083 -3.02776 0.69790
C 2.40900 -2.04897 0.25205
C 2.07797 -0.73697 -0.02837
C 0.71639 -0.27262 -0.28181
C -0.31689 -1.08770 -0.38146
C -1.93088 -0.09942 -0.35303
P -2.35070 0.36389 1.42318
N -1.80588 0.87737 -1.26903
C -0.64926 1.47108 -1.34537
C 0.39756 1.24920 -0.31399
H 0.03514 -4.06357 0.97962
H 3.46908 -2.14364 0.58207
H 2.85835 0.06705 0.02741
H -2.52579 -1.03687 -0.66220
H -2.39329 -0.92559 1.81596
H -3.76527 0.43757 1.21430
H -0.58891 2.28793 -2.12610
H 1.28123 1.69746 -0.79657
H -0.00992 1.63069 0.52729
```

natural (NBO) population analysis, charges in e, atoms 1 to 2: -0.525, 0.402



[4]
The following is a DFT calculation (ωB97M-V with the def2-TZVPD basis set) of a single C9H9N3 molecule in a non-equilibrium geometry.

## Properties
SMILES	CNc1ccc2cncnc2c1
HOMO	-8.3	eV
HOMO-LUMO gap	8.71	eV
spin multiplicity	1
lowest unoccupied orbital energy	0.01511	hartree

Structure (XYZ):
```
21
C9H9N3 ωB97M-V with the def2-TZVPD basis set
C -2.02679 -0.98344 2.59227
N -1.67183 -1.46920 1.31061
C -0.81324 -0.76241 0.46668
C -0.40960 -1.53754 -0.71135
C 0.61585 -1.09923 -1.40753
C 1.23156 0.18444 -1.30166
C 2.11662 0.87485 -2.11292
N 2.60862 2.09732 -1.90496
C 1.88097 2.77791 -1.01677
N 0.92021 2.33501 -0.27296
C 0.65890 0.94541 -0.30139
C -0.35859 0.50716 0.61164
H -2.49526 -0.04772 2.53069
H -1.32137 -1.12810 3.46293
H -2.92709 -1.70062 2.87966
H -2.08046 -2.39010 1.08183
H -1.06208 -2.43807 -1.04922
H 0.95781 -1.73019 -2.17365
H 2.65660 0.34716 -2.98077
H 2.00526 3.93506 -1.05727
H -0.48606 1.28230 1.35414
```

natural (NBO) population analysis, charges in e, atoms 1 to 2: -0.405, -0.601



[5]
The following is a DFT calculation (ωB97M-V with the def2-TZVPD basis set) of 2 unconnected molecules or ions with the total composition C9H9N3O.

## Properties
HOMO (alpha / beta)	-8.8 / -10.1	eV
HOMO-LUMO gap (alpha / beta)	7.76 / 7.70	eV
spin multiplicity	1
lowest unoccupied orbital energy (alpha / beta)	-0.03971 / -0.08671	hartree

Structure (XYZ):
```
22
C9H9N3O ωB97M-V with the def2-TZVPD basis set
C 0.51060 1.15685 1.67884
C -1.76113 -0.19563 -2.33078
C -2.79550 0.62325 -1.89811
C -0.61414 -0.29884 -1.56777
C -2.62540 1.32452 -0.70454
C -0.52851 0.45134 -0.38132
C 1.91891 -0.20712 0.16612
C 2.95508 -0.08517 1.24697
C 0.61985 0.44262 0.47865
N 0.43520 1.75428 2.65808
N -1.53776 1.24318 0.01991
N 0.51483 -1.99080 1.75230
O 2.12810 -0.75635 -0.89438
H -1.85392 -0.75014 -3.25379
H -3.71004 0.71152 -2.46054
H 0.20552 -0.93055 -1.85898
H -3.39567 1.98070 -0.32078
H 3.85285 -0.61487 0.95221
H 2.56150 -0.50636 2.16964
H 3.18468 0.96608 1.41796
H 0.30526 -2.54371 0.92561
H -0.37031 -1.77479 2.20471
```

natural (NBO) population analysis, charges in e, atoms 1 to 2: 0.246, -0.180



[6]
The following is a DFT calculation (ωB97M-V with the def2-TZVPD basis set) of 2 unconnected molecules or ions with the total composition C9H9N3O2 in a non-equilibrium geometry.

## Properties
SMILES	O=c1cc[nH]c(=O)[nH]1.c1ccncc1
HOMO	-8.3	eV
HOMO-LUMO gap	8.76	eV
spin multiplicity	1
lowest unoccupied orbital energy	0.01738	hartree

Structure (XYZ):
```
23
C9H9N3O2 ωB97M-V with the def2-TZVPD basis set
O 0.93587 2.98939 3.13045
C 0.47131 2.35829 2.23727
C -0.84279 2.53936 1.73441
C -1.27945 1.73644 0.86039
N -0.65931 0.67830 0.23583
C 0.71153 0.60019 0.37592
O 1.34725 -0.21004 -0.19275
N 1.24590 1.44462 1.33634
H -1.32789 3.60480 1.93778
H -2.31640 1.84183 0.44327
H -1.18521 0.03456 -0.25341
H 2.38157 1.38860 1.22304
C -0.60963 -0.90548 -1.72065
C -1.20736 -1.82352 -0.90227
C -0.46123 -2.64622 -0.09899
N 0.85118 -2.74785 -0.40111
C 1.53773 -2.04996 -1.24243
C 0.73799 -1.05448 -1.97959
H -1.17611 -0.05550 -2.28467
H -2.29021 -1.90427 -0.80527
H -0.72059 -3.26709 0.72655
H 2.63775 -2.02977 -1.43915
H 1.21810 -0.52223 -2.92096
```

natural (NBO) population analysis, charges in e, atoms 1 to 2: -0.537, 0.668



[7]
The following is a DFT calculation (ωB97M-V with the def2-TZVPD basis set) of 2 unconnected molecules or ions with the total composition C9H9N3O3 in a non-equilibrium geometry.

## Properties
SMILES	O=c1cc[nH]n1-c1ccccc1.O=NO
HOMO	-8.8	eV
HOMO-LUMO gap	9.25	eV
spin multiplicity	1
lowest unoccupied orbital energy	0.01695	hartree

Structure (XYZ):
```
24
C9H9N3O3 ωB97M-V with the def2-TZVPD basis set
O -1.49478 -0.52058 -1.71455
C -0.77242 0.45438 -1.82096
C -0.59185 1.20398 -3.01802
C 0.40015 2.10993 -2.80747
N 0.91259 1.94820 -1.52090
N 0.04395 1.03260 -0.86869
C 0.24484 0.61821 0.47170
C -0.81450 0.01998 1.13292
C -0.55703 -0.54308 2.37451
C 0.68896 -0.41166 2.92119
C 1.77985 0.14616 2.18555
C 1.56735 0.70767 0.96566
H -1.03691 1.13085 -3.93303
H 0.87513 2.80590 -3.36019
H 1.06746 2.86703 -1.08947
H -1.76171 -0.03830 0.64556
H -1.29867 -1.12951 2.90163
H 0.78696 -0.97941 3.91292
H 2.89873 0.04901 2.54584
H 2.35724 1.01267 0.43845
O -1.41561 -4.39159 0.70752
N -1.69534 -3.28211 0.37597
O -0.83925 -2.81049 -0.58330
H -1.34514 -1.99983 -0.86287
```

natural (NBO) population analysis, charges in e, atoms 1 to 2: -0.671, 0.616



[8]
The following is a DFT calculation (ωB97M-V with the def2-TZVPD basis set) of a single C9H9N3O3 molecule in a non-equilibrium geometry.

## Properties
SMILES	Nc1ccc([N+](=O)[O-])cc1/C=N/C=C/O
HOMO (alpha / beta)	-7.8 / -7.5	eV
HOMO-LUMO gap (alpha / beta)	7.08 / 7.13	eV
spin multiplicity	1
lowest unoccupied orbital energy (alpha / beta)	-0.02496 / -0.01466	hartree

Structure (XYZ):
```
24
C9H9N3O3 ωB97M-V with the def2-TZVPD basis set
N 0.44905 0.31519 -2.96306
C 0.67664 0.84892 -1.73762
C 1.52350 1.93126 -1.72162
C 1.84158 2.53394 -0.50124
C 1.12739 2.07408 0.58863
N 1.45045 2.66016 1.85044
O 2.33100 3.55903 1.88516
O 0.74616 2.31117 2.78467
C 0.33939 0.96472 0.57021
C 0.06163 0.25710 -0.55959
C -0.60667 -0.96794 -0.61859
N -1.16538 -1.44605 0.41862
C -1.68077 -2.70163 0.43786
C -2.19633 -3.09804 1.94367
O -2.76996 -4.34983 2.18277
H 0.26126 0.93416 -3.76249
H -0.15467 -0.49974 -3.00360
H 1.95795 2.22203 -2.63585
H 2.50633 3.47373 -0.37182
H -0.03197 0.92225 1.56348
H -0.44006 -1.56955 -1.51549
H -1.96649 -3.41903 -0.46378
H -1.86858 -2.33411 2.59887
H -2.39143 -4.62181 3.03036
```

natural (NBO) population analysis, charges in e, atoms 1 to 2: -0.796, 0.223



[9]
The following is a DFT calculation (ωB97M-V with the def2-TZVPD basis set) of a single C9H9NO3S molecule in a non-equilibrium geometry.

## Properties
HOMO (alpha / beta)	-5.1 / -9.7	eV
HOMO-LUMO gap (alpha / beta)	5.64 / 6.70	eV
spin multiplicity	3
lowest unoccupied orbital energy (alpha / beta)	0.02102 / -0.11008	hartree
expectation value of S²	2.0082

Structure (XYZ):
```
23
C9H9NO3S ωB97M-V with the def2-TZVPD basis set
C -0.00193 1.83878 -2.35229
C -1.26409 1.68130 -2.90687
C 0.29157 1.33145 -1.09700
C -2.26061 1.01911 -2.20678
C -0.70161 0.66322 -0.40233
C -1.96142 0.51576 -0.95649
C -0.57736 0.02033 0.95164
C 0.41720 -1.10407 0.90247
C 3.31064 -2.08451 2.52881
N 1.40973 -1.09459 1.67854
O -1.84434 -0.50432 1.29389
O -3.98095 0.78317 0.65937
O 2.27515 -2.16511 1.56733
S -3.11344 -0.28559 0.21684
H 0.76188 2.36381 -2.90447
H -1.47253 2.07839 -3.88823
H 1.27334 1.44801 -0.66268
H -3.24984 0.90190 -2.62062
H -0.26501 0.74079 1.71917
H 0.21722 -1.90506 0.19099
H 2.91119 -2.18758 3.54020
H 3.85165 -1.13866 2.44715
H 3.97354 -2.91652 2.30138
```

natural (NBO) population analysis, charges in e, atoms 1 to 2: -0.198, -0.202



[10]
The following is a DFT calculation (ωB97M-V with the def2-TZVPD basis set) of 2 unconnected molecules or ions with the total composition C9H9NS in a non-equilibrium geometry.

## Properties
HOMO	-9.0	eV
HOMO-LUMO gap	7.57	eV
spin multiplicity	1
lowest unoccupied orbital energy	-0.05418	hartree

Structure (XYZ):
```
20
C9H9NS ωB97M-V with the def2-TZVPD basis set
C 0.24091 -2.69512 0.10091
C 2.88916 0.98919 -1.11653
C 1.68510 0.33100 -1.27393
C 3.37715 1.07531 0.18656
C 1.01147 0.14114 -0.06205
C -0.27939 -0.31249 0.06657
C -1.53082 -0.06052 0.35851
C -1.89964 1.36889 0.45819
C -2.51065 -1.10769 0.43761
N 0.26201 -3.82699 0.23588
S 2.11158 0.36176 1.26126
H 3.48621 1.03714 -2.01373
H 1.20975 0.21146 -2.16063
H 4.36518 1.38106 0.51225
H -2.91822 1.41497 0.33737
H -1.70711 1.92789 1.38222
H -1.46236 1.94581 -0.33125
H -3.40516 -0.76957 0.12227
H -2.12223 -2.09820 -0.02148
H -2.80297 -1.31504 1.52000
```

natural (NBO) population analysis, charges in e, atoms 1 to 2: 0.011, -0.277



[11]
The following is a DFT calculation (ωB97M-V with the def2-TZVPD basis set) of a molecular structure, C9H9O7Pt.

## Properties
HOMO	-4.9	eV
HOMO-LUMO gap	8.02	eV
charge	-1
spin multiplicity	1
lowest unoccupied orbital energy	0.11366	hartree

Structure (XYZ):
```
26
C9H9O7Pt ωB97M-V with the def2-TZVPD basis set
Pt 0.01585 -0.32217 -0.15695
O -1.09892 -1.81731 3.43502
C -0.68424 -1.06355 2.56809
O -0.61167 -1.44180 1.32122
C -0.23069 0.33687 3.00616
C 1.24265 0.69140 2.69568
C 1.70010 1.79878 3.65943
C 0.95275 3.02886 3.06866
C 0.22677 2.39048 1.87217
O 1.16558 1.39983 1.45865
C -0.97025 1.55213 2.37102
C -2.00495 1.24655 1.27910
O -3.16710 1.55447 1.49588
O -1.63061 0.73340 0.13921
H -0.37605 0.32935 4.08358
H 1.91095 -0.16025 2.59111
H 2.78071 1.92873 3.60496
H 1.42881 1.58339 4.69336
H 1.65449 3.78695 2.72231
H 0.26093 3.49478 3.77169
H -0.00324 3.05476 1.04276
H -1.53114 2.10238 3.12248
O 1.66287 0.58277 -1.58197
C 2.27405 -0.45534 -1.26731
O 1.70487 -1.39124 -0.62668
H 3.33509 -0.57972 -1.52411
```

natural (NBO) population analysis, charges in e, atoms 1 to 2: 1.016, -0.654



[12]
The following is a DFT calculation (ωB97M-V with the def2-TZVPD basis set) of a molecular structure, CBr2Cl2S in a non-equilibrium geometry.

## Properties
HOMO (alpha / beta)	-10.4 / -10.3	eV
HOMO-LUMO gap (alpha / beta)	5.70 / 5.63	eV
spin multiplicity	1
lowest unoccupied orbital energy (alpha / beta)	-0.17085 / -0.17155	hartree

Structure (XYZ):
```
6
CBr2Cl2S ωB97M-V with the def2-TZVPD basis set
C -0.65446 0.26506 0.01743
S 0.57102 -0.20596 1.32365
Cl -1.57365 -1.10349 -0.67643
Cl 2.88984 -1.97782 -0.12183
Br -1.49649 1.81650 0.91415
Br 0.26375 1.20570 -1.45696
```

natural (NBO) population analysis, charges in e, atoms 1 to 2: -0.505, 0.404



Values for ΔE to the lowest compared entry with this formula, charge and spin, kcal/mol, ordered as above
206.09, 146.11, 79.76, 50.90, 72.69, 124.66, 108.61, 166.12, 82.02, 118.65, 0.00, 82.39
Values for calculated total energy, hartree, ordered as above
-607.79937, -1006.36598, -874.27828, -512.57369, -587.74651, -662.97058, -738.20774, -738.11609, -1026.74986, -801.09164, -994.44935, -6504.54675